Record 1
183
Properties=species:S:1:pos:R:3 method="wB97M-V/def2-TZVPD" de_lowest_ev=7.2860 smiles=COCCNCCOC.COCCNCCOC.COCCNCCOC.COCCNCCOC.COCCNCCOC.COCCNCCOC.COCCNCCOC.O.O.O.O.O lumo_ev=0.27 energy_ha=-3481.40566 e_homo_ev=-8.345 gap_ev=8.62
H -3.786 25.536 6.430
C -12.809 22.508 -1.621
O -9.913 31.482 -12.475
O -21.183 25.331 -1.231
H -9.648 30.649 -14.406
O -17.578 18.761 -0.762
O -11.900 20.176 1.917
H -9.899 34.771 1.083
H -21.242 9.861 -1.559
H -23.507 9.864 -4.382
H -4.969 22.813 5.820
H -24.478 14.422 2.404
O -9.105 32.781 1.729
H -11.874 17.980 0.096
H -7.795 27.671 -9.412
N -8.500 28.880 -11.735
H -15.869 23.262 3.077
H -16.324 20.901 -0.609
N -19.565 11.874 -2.203
H -9.465 30.076 5.819
H -16.888 22.783 1.798
H -21.797 15.925 5.245
H -8.742 26.187 -9.376
H -11.070 30.109 1.682
C -18.682 23.469 3.324
H -10.474 28.486 8.139
H -20.679 24.632 2.210
C -9.012 34.213 1.384
H -10.107 28.615 -13.088
H -10.237 24.114 5.907
C -10.208 29.323 5.555
H -10.792 28.637 3.571
C -21.494 10.438 -2.449
C -25.995 14.810 1.341
C -9.193 30.671 -13.416
H -9.183 28.174 -6.999
H -13.985 20.123 -1.324
C -23.555 10.565 -3.549
C -16.542 23.672 2.324
C -8.730 27.439 -11.334
H -8.742 28.562 7.741
C -2.548 27.933 4.724
H -9.000 29.044 3.718
O -9.917 28.013 6.127
H -19.112 13.579 -1.115
H -19.093 22.246 1.603
H -19.239 24.093 4.024
H -18.738 20.441 -1.044
H -8.595 34.637 2.298
C -23.135 16.632 2.852
H -12.365 16.558 0.268
C -18.711 19.398 -1.362
H -9.625 27.071 7.922
H -4.418 24.039 3.372
H -24.843 11.278 1.315
H -5.360 25.213 6.970
H -14.960 22.581 -1.181
H -19.182 24.067 -0.120
N -5.244 25.470 4.946
H -9.456 31.289 3.631
H -11.050 32.558 1.459
H -8.715 28.583 -13.768
H -26.433 10.664 1.576
H -8.264 34.152 0.594
H -17.491 15.848 3.428
C -26.187 13.299 1.181
H -9.544 33.328 -13.325
H -1.856 21.694 6.032
H -8.172 31.053 -13.434
H -11.145 29.634 6.017
H -9.542 27.105 -11.980
H -18.730 25.234 1.182
H -26.522 15.148 2.233
H -19.871 23.950 -2.172
C -14.296 22.062 -1.872
H -11.750 20.976 1.414
H -22.842 14.688 4.817
H -20.957 26.490 0.484
C -4.676 24.967 6.159
C -2.563 21.804 5.210
N -10.187 30.632 3.396
H -15.316 11.303 -2.355
C -9.688 28.076 7.505
H -11.876 23.889 1.301
H -16.076 27.206 -4.732
H -4.268 23.039 7.171
N -14.637 20.649 -1.887
H -2.907 28.728 5.378
C -9.925 27.613 -7.567
H -10.002 26.589 -7.201
H -16.631 20.768 -2.451
H -14.535 22.433 -2.869
H -10.831 28.172 -7.331
O -9.843 27.866 -9.011
H -18.632 19.248 -2.439
C -19.541 24.822 0.580
H -23.341 11.561 -3.937
H -21.509 12.227 -1.377
O -12.621 22.648 -0.248
H -2.118 27.066 5.227
H -18.883 13.719 -2.898
C -16.076 20.447 -1.569
H -17.637 15.755 1.924
H -25.212 16.831 2.439
C -9.180 29.178 -12.982
O -9.564 23.506 5.602
C -11.806 23.697 0.231
H -3.118 26.151 2.428
C -10.130 32.007 1.264
O -17.968 15.382 2.741
H -8.882 29.489 -11.026
C -21.010 11.982 -2.314
H -5.391 25.273 2.802
H -11.100 32.540 -13.909
H -16.243 18.519 -2.384
C -20.337 25.925 -0.213
H -23.215 15.713 6.228
H -11.032 33.180 -12.350
H -20.438 22.539 2.734
H -2.630 25.443 3.874
H -15.050 11.775 -4.082
H -25.638 12.934 0.312
H -3.334 21.038 5.298
H -9.870 32.082 0.208
C -22.865 15.710 5.195
H -12.089 21.725 -1.859
O -3.669 27.320 4.063
H -19.590 18.896 -0.958
C -24.334 16.412 1.947
H -10.776 23.573 -0.104
H -24.261 17.033 1.054
O -17.676 24.421 2.922
O -23.563 16.500 4.233
C -4.157 23.451 6.168
C -8.735 27.218 -9.730
H -19.758 25.591 -2.753
H -25.131 10.560 2.789
H -8.743 23.990 5.694
O -16.833 12.433 -3.224
H -19.304 11.341 -3.020
H -21.198 24.495 -3.124
H -9.237 30.034 1.698
H -19.748 26.739 -0.635
H -22.801 17.669 2.827
H -15.825 25.795 -5.220
H -15.642 18.652 -0.620
N -20.381 24.048 1.441
H -7.798 27.022 -11.718
H -18.284 22.587 3.827
H -24.555 10.636 -3.121
O -25.932 12.613 2.387
H -12.588 23.448 -2.128
C -10.398 32.692 -13.090
O -15.913 26.316 -4.421
C -3.486 25.957 3.435
C -10.134 30.603 1.943
C -20.462 24.838 -2.398
C -16.322 18.988 -1.403
C -17.335 12.637 -1.850
H -2.077 21.839 4.235
H -26.289 15.388 0.464
H -21.490 12.599 -3.073
N -24.632 15.043 1.622
H -5.052 26.461 4.972
C -15.441 12.079 -3.111
C -4.694 25.065 3.613
H -16.940 13.546 -1.397
H -22.212 16.071 2.708
H -21.023 9.996 -3.327
H -14.878 12.901 -2.669
C -18.777 13.078 -2.024
H -17.100 11.815 -1.173
C -10.025 29.278 4.005
H -16.015 24.402 1.709
O -3.005 23.148 5.339
C -19.666 23.011 2.126
C -25.628 11.211 2.068
H -11.417 20.311 2.733
H -27.239 13.209 0.913
O -11.978 17.152 -0.374
H -12.210 24.682 -0.002
O -22.914 10.294 -2.407
H -1.888 28.376 3.979

=====

Record 2
186
Properties=species:S:1:pos:R:3 method="wB97M-V/def2-TZVPD" de_lowest_ev=4.5890 smiles="COC[C@H](C)N.COC[C@H](C)N.COC[C@H](C)N.COC[C@H](C)N.COC[C@H](C)N.COC[C@H](C)N.COC[C@H](C)N.COC[C@H](C)N.COC[C@H](C)N.COC[C@H](C)N.NC(N)=O.NC(N)=O" lumo_ev=0.30 energy_ha=-3340.24988 e_homo_ev=-7.910 gap_ev=8.21
O -5.905 1.372 0.276
O 0.444 7.117 0.167
C 1.507 8.032 -1.740
H 2.906 -5.643 0.466
H 2.548 6.896 -3.203
H 3.587 1.703 -1.371
C -1.827 -6.003 -1.259
H -7.371 3.975 -0.857
H -1.904 -8.160 3.810
H 4.546 6.950 -3.769
H -1.737 2.974 -5.266
C 0.114 -1.613 1.725
H 1.171 4.326 2.921
C -2.467 -2.929 -4.041
H -0.773 -4.776 4.198
H -1.342 3.346 -2.704
H -0.431 -7.187 3.677
H -7.936 2.513 -0.102
N -0.689 -1.471 -0.606
H 0.080 9.559 -2.359
H -3.589 3.634 -3.173
O -1.591 -5.951 5.612
C 5.690 -2.466 -0.391
H -4.371 -2.538 -3.530
H -1.720 7.234 -6.900
C -0.464 0.609 0.605
H -2.339 -4.514 6.999
C -3.485 3.855 -4.232
H -1.159 -0.870 -1.282
H -3.892 2.975 -4.743
O -1.512 -0.832 -3.462
H -0.171 6.265 1.891
H 3.562 -5.102 3.052
H -1.000 -5.030 2.067
N -1.988 -6.246 -2.612
H 5.777 -1.439 -0.756
H 4.576 3.761 -1.958
N -0.538 0.203 7.730
O 3.409 -7.706 1.706
H 2.374 7.869 -1.095
H 3.826 1.777 0.785
H 3.180 0.895 -3.009
H 3.411 -2.690 -3.869
C -1.296 0.537 -3.821
C -1.450 -5.107 6.731
H 2.034 3.519 -2.004
N 1.919 7.683 -3.104
H 2.968 -8.764 3.450
H 1.602 -2.761 -3.843
H -0.517 7.524 -5.765
H -0.323 1.485 4.620
H 0.615 -2.540 -1.059
H 0.124 0.660 7.116
H -2.412 -4.323 4.496
H 3.060 -3.149 0.205
H -2.146 8.282 -5.493
H 5.529 -2.562 0.692
C 3.373 -2.728 -0.754
H 1.733 -7.512 0.659
H 4.176 2.027 2.527
N -4.902 3.203 -0.599
H -1.303 -3.017 8.484
H 5.576 5.464 -4.049
H 0.323 -2.639 1.433
C 0.404 7.081 -1.245
H -2.331 -5.520 -3.204
N -2.246 -4.732 -0.965
H -1.371 4.913 -3.250
H -0.607 4.976 -6.041
H -3.955 -3.402 -5.521
C 3.982 3.784 -2.879
H -0.005 2.691 -0.860
H 2.510 3.966 3.834
H 4.402 -9.208 2.558
H -1.985 -0.548 3.016
H -1.500 -1.450 -5.397
H -2.205 -2.132 3.716
C 2.118 -7.120 1.615
C -5.990 2.487 -0.225
H 1.972 1.131 -1.935
H -0.300 3.368 4.502
O -1.439 1.326 -0.101
H 0.499 -5.710 0.245
H -3.143 -0.633 4.271
C -1.605 7.401 -5.821
C -3.032 -3.854 -5.151
N -3.575 -2.956 -3.047
H -1.780 -0.820 1.157
H 6.650 -2.969 -0.526
C 3.358 -8.916 2.439
H -2.115 -2.357 6.200
H 0.453 -3.826 -2.078
H -4.127 4.698 -4.487
H -3.257 -6.400 3.426
H -3.343 -4.826 -4.776
H -2.327 -3.967 -5.974
H 1.820 3.916 -4.370
H -2.949 -4.362 -1.594
C 1.877 3.490 3.071
H 0.240 -1.549 6.981
C 2.544 3.219 1.697
C -1.623 5.029 -5.644
N 0.853 -5.087 0.978
N -7.197 3.042 -0.536
H -4.017 2.788 -0.364
H -0.330 5.201 0.576
H -0.856 3.257 0.574
O -1.269 -0.833 5.010
C 2.508 -3.224 -1.892
H 1.005 2.566 -3.846
C -2.145 -1.519 -4.514
H -2.306 0.943 -3.910
H -2.649 -0.737 6.498
H -1.244 -2.316 -0.742
H 2.847 5.023 0.608
H -0.356 -1.795 9.378
H 1.738 10.055 -2.390
H 1.133 -4.347 0.315
C -2.231 -6.083 3.236
H 1.685 2.987 1.063
H -0.081 0.121 8.633
C 2.509 -2.527 -3.280
N 1.911 2.985 -3.987
H 0.442 6.038 -1.594
H 3.372 -1.631 -0.738
H 2.875 -4.216 -2.172
H -0.769 1.144 -3.083
H -0.192 0.932 1.618
C -1.128 -1.950 8.621
N -1.176 3.945 -3.494
H -0.190 -1.555 2.769
H -1.946 -6.021 1.308
H -1.318 -5.650 7.664
C -1.758 -1.321 6.235
H -2.300 4.932 -6.505
H -3.480 -2.253 -2.312
C 2.656 -4.817 2.519
H -1.749 -7.180 -2.898
C -0.956 2.640 -0.324
H -1.485 6.543 0.779
H 0.925 9.926 -0.814
C -1.384 -7.416 3.205
H 2.538 -3.744 2.341
H -4.995 4.075 -1.084
C -0.732 -1.225 7.370
H -2.039 -1.592 9.108
H 5.232 6.200 -2.462
O 4.678 -3.191 -1.023
C 2.663 3.011 -2.753
C 3.394 1.922 1.779
O 3.690 5.080 -3.331
C -0.427 6.265 0.828
H 2.274 -1.455 -3.229
H 4.643 3.251 -3.578
C -1.762 -5.201 4.417
H -3.119 -1.034 -4.677
H -0.588 0.479 -4.653
O -1.191 -6.719 -0.493
O -1.983 6.268 -5.073
H 1.369 -7.412 2.353
H 0.844 2.544 5.388
H 1.895 -4.894 3.308
H -1.736 3.144 -0.897
H -0.755 -4.276 6.573
H 2.363 8.493 -3.513
C 4.809 5.945 -3.443
H 0.525 0.602 0.116
O 1.147 2.345 3.395
C 0.227 2.410 4.488
C -0.769 -0.866 0.719
C 2.917 1.609 -2.224
C -2.003 3.875 -4.710
H -2.311 -4.482 0.016
H 1.079 -1.089 1.679
H -1.407 -7.762 2.174
H 3.612 4.897 1.959
H -0.612 7.337 -1.582
N -1.986 -5.300 2.030
H 2.784 1.024 1.869
C 1.015 9.483 -1.804
N 1.110 -3.354 -1.475
C 2.191 -5.626 1.296
H -1.624 -3.332 -3.473
C -2.189 -1.067 3.954
N 3.309 4.322 1.176
H 2.767 -9.716 1.986